Record 1
{"formula": "C25H23BN8O4S3V", "method": "ωB97M-V/def2-TZVPD", "species": ["V", "C", "N", "C", "C", "N", "B", "N", "C", "C", "N", "C", "C", "S", "C", "S", "H", "H", "H", "H", "H", "H", "H", "H", "H", "H", "H", "H", "N", "C", "C", "C", "C", "C", "C", "N", "C", "C", "C", "S", "C", "N", "H", "H", "H", "H", "H", "H", "H", "O", "C", "C", "C", "C", "C", "C", "C", "O", "N", "O", "O", "H", "H", "H", "H"], "positions_angstrom": [[-0.107, -0.221, 0.042], [-3.207, 0.265, 3.432], [-1.920, 0.875, 3.727], [-1.443, 1.133, 4.976], [-0.245, 1.769, 4.821], [0.004, 1.906, 3.486], [1.091, 2.930, 2.995], [2.186, 2.487, 1.934], [3.163, 3.412, 1.713], [4.137, 2.852, 0.940], [3.749, 1.578, 0.674], [4.548, 0.590, -0.041], [2.546, 1.376, 1.272], [1.752, -0.157, 1.275], [-1.027, 1.354, 2.835], [-1.246, 1.458, 1.130], [-3.422, -0.498, 4.178], [-3.190, -0.181, 2.441], [-3.995, 1.016, 3.465], [-1.979, 0.864, 5.871], [0.423, 2.153, 5.573], [1.715, 3.223, 3.967], [0.507, 3.861, 2.522], [3.111, 4.399, 2.140], [5.066, 3.266, 0.587], [5.031, 1.060, -0.895], [3.921, -0.227, -0.383], [5.317, 0.188, 0.617], [-1.975, -3.535, 1.486], [-1.466, -3.243, 2.745], [-1.639, -3.893, 3.957], [-0.952, -3.378, 5.038], [-0.128, -2.257, 4.897], [0.028, -1.606, 3.688], [-0.662, -2.103, 2.583], [-0.713, -1.723, 1.220], [-1.496, -2.648, 0.627], [-1.654, -2.596, -0.801], [-2.248, -3.424, -1.701], [-1.983, -2.848, -3.285], [-1.095, -1.538, -2.669], [-1.002, -1.524, -1.362], [-2.563, -4.329, 1.273], [-2.267, -4.770, 4.041], [-1.041, -3.855, 6.005], [0.410, -1.893, 5.763], [0.692, -0.762, 3.618], [-2.814, -4.328, -1.532], [-0.654, -0.796, -3.317], [1.926, -0.764, -2.112], [2.107, 0.074, -2.975], [1.211, 1.224, -3.206], [1.328, 1.987, -4.358], [0.386, 2.960, -4.632], [-0.688, 3.198, -3.793], [-0.803, 2.478, -2.617], [0.152, 1.513, -2.303], [0.064, 0.826, -1.153], [0.528, 3.772, -5.875], [1.520, 3.560, -6.533], [-0.366, 4.550, -6.106], [2.923, -0.043, -3.706], [2.135, 1.819, -5.063], [-1.410, 3.954, -4.071], [-1.614, 2.670, -1.925]], "homo_ev": [-17.17, -17.17], "energy_ha": -3867.96820, "spin_multiplicity": 1, "homo_lumo_gap_ev": [5.99, 5.99], "total_charge": 3}

Record 2
{"formula": "C25H23BaN9O2", "method": "ωB97M-V/def2-TZVPD", "species": ["Ba", "C", "C", "N", "C", "C", "N", "C", "C", "C", "C", "C", "N", "C", "C", "N", "C", "C", "N", "C", "C", "C", "N", "C", "C", "H", "H", "H", "H", "H", "H", "H", "H", "H", "H", "H", "H", "N", "C", "C", "O", "O", "H", "H", "H", "H", "H", "N", "C", "C", "C", "C", "C", "N", "H", "H", "H", "H", "H", "H"], "positions_angstrom": [[-1.815, -0.403, -0.100], [-0.754, -0.237, -4.873], [-1.349, -0.214, -3.618], [-0.616, -0.206, -2.514], [0.714, -0.217, -2.632], [1.287, -0.238, -3.900], [0.562, -0.251, -5.011], [1.530, -0.194, -1.357], [2.914, -0.196, -1.411], [3.664, -0.166, -0.241], [2.962, -0.136, 0.960], [1.579, -0.144, 0.957], [0.864, -0.169, -0.186], [0.811, -0.106, 2.261], [1.417, -0.197, 3.510], [0.729, -0.139, 4.643], [-0.583, 0.016, 4.546], [-1.212, 0.094, 3.310], [-0.514, 0.025, 2.185], [5.157, -0.161, -0.271], [5.859, 0.040, -1.455], [7.246, 0.034, -1.429], [7.964, -0.157, -0.327], [7.292, -0.349, 0.802], [5.907, -0.359, 0.884], [-1.362, -0.244, -5.770], [-2.429, -0.199, -3.519], [2.360, -0.248, -4.031], [3.411, -0.230, -2.365], [3.494, -0.087, 1.896], [2.486, -0.333, 3.607], [-1.156, 0.082, 5.463], [-2.288, 0.206, 3.239], [5.371, 0.219, -2.402], [7.798, 0.195, -2.347], [7.882, -0.508, 1.697], [5.457, -0.538, 1.849], [-4.724, -4.411, 1.899], [-4.016, -4.292, 0.565], [-3.371, -2.914, 0.499], [-3.472, -2.163, 1.490], [-2.781, -2.650, -0.579], [-4.393, -5.201, 2.449], [-5.732, -4.505, 1.795], [-4.529, -3.531, 2.423], [-4.748, -4.428, -0.225], [-3.272, -5.082, 0.506], [-0.953, 3.278, 0.286], [-2.291, 3.297, -0.028], [-2.993, 4.511, -0.078], [-4.337, 4.480, -0.350], [-4.985, 3.259, -0.570], [-4.216, 2.126, -0.500], [-2.895, 2.125, -0.235], [-0.444, 4.143, 0.236], [-0.398, 2.459, 0.102], [-2.478, 5.445, 0.099], [-4.891, 5.409, -0.392], [-6.041, 3.203, -0.782], [-4.678, 1.154, -0.659]], "homo_ev": -13.52, "energy_ha": -1634.92904, "relative_energy_kcal_mol": 5.4, "spin_multiplicity": 1, "homo_lumo_gap_ev": 7.60, "total_charge": 2}

Record 3
{"formula": "C25H23Br2IrN3O6S2", "method": "ωB97M-V/def2-TZVPD", "species": ["Ir", "Br", "C", "C", "C", "N", "C", "C", "C", "C", "C", "Br", "C", "C", "N", "H", "H", "H", "H", "H", "H", "O", "S", "O", "O", "C", "C", "C", "C", "C", "C", "S", "O", "O", "O", "H", "H", "H", "H", "C", "N", "C", "C", "C", "C", "C", "C", "C", "C", "H", "H", "H", "H", "H", "H", "H", "H", "H", "H", "H", "H", "H"], "positions_angstrom": [[-0.522, 0.245, 0.240], [-3.459, -5.451, -1.397], [-2.767, -3.814, -0.785], [-3.417, -2.624, -1.107], [-2.831, -1.451, -0.703], [-1.696, -1.409, 0.011], [-1.121, -2.569, 0.421], [-1.627, -3.790, -0.012], [-0.013, -2.416, 1.357], [0.480, -3.457, 2.093], [1.573, -3.188, 2.968], [2.473, -4.645, 3.769], [1.957, -1.936, 3.249], [1.100, -0.817, 2.739], [0.447, -1.145, 1.496], [-4.340, -2.624, -1.666], [-3.267, -0.491, -0.944], [-1.128, -4.709, 0.254], [0.097, -4.457, 1.969], [2.778, -1.692, 3.907], [0.343, -0.578, 3.500], [2.891, 2.449, 2.086], [1.615, 1.812, 2.188], [1.954, 0.351, 2.633], [0.941, 1.784, 0.884], [0.757, 2.755, 3.472], [1.625, 3.303, 4.406], [1.138, 4.206, 5.341], [-0.190, 4.599, 5.308], [-1.061, 4.035, 4.384], [-0.603, 3.093, 3.484], [-1.755, 2.129, 2.448], [-0.977, 0.873, 2.541], [-1.410, 2.909, 1.076], [-2.119, 1.824, 0.376], [2.673, 3.041, 4.377], [1.810, 4.611, 6.085], [-0.549, 5.342, 6.006], [-2.109, 4.310, 4.374], [2.525, 1.674, -1.657], [1.882, 3.016, -1.543], [2.444, 3.925, -2.571], [0.351, 3.000, -1.594], [-0.202, 1.861, -2.395], [-0.411, 2.093, -3.755], [-0.864, 1.095, -4.597], [-1.067, -0.168, -4.069], [-0.872, -0.400, -2.715], [-0.487, 0.604, -1.823], [3.588, 1.784, -1.455], [2.374, 1.292, -2.662], [2.086, 0.991, -0.941], [2.123, 3.366, -0.615], [2.120, 3.579, -3.549], [3.531, 3.907, -2.528], [2.092, 4.939, -2.402], [0.042, 3.954, -2.017], [0.004, 2.956, -0.576], [-0.232, 3.085, -4.155], [-1.047, 1.298, -5.643], [-1.387, -0.980, -4.710], [-1.012, -1.414, -2.368]], "homo_ev": [-9.90, -9.89], "energy_ha": -7630.48185, "relative_energy_kcal_mol": 166.5, "spin_multiplicity": 1, "homo_lumo_gap_ev": [6.76, 6.76], "total_charge": 1}

Record 4
{"formula": "C25H23BrIrN4S2", "method": "ωB97M-V/def2-TZVPD", "species": ["Ir", "C", "C", "S", "C", "C", "S", "H", "H", "H", "H", "H", "H", "N", "C", "C", "C", "C", "C", "C", "C", "C", "N", "C", "H", "H", "H", "H", "H", "H", "H", "H", "Br", "C", "C", "C", "C", "C", "C", "N", "C", "C", "C", "C", "C", "C", "N", "H", "H", "H", "H", "H", "H", "H", "H", "H"], "positions_angstrom": [[0.280, -0.379, 0.490], [4.882, 0.775, -0.182], [3.389, 0.761, 0.015], [2.709, -0.679, 0.613], [2.632, 1.886, -0.268], [3.292, 3.139, -0.786], [0.947, 1.926, -0.096], [5.306, -0.212, -0.018], [5.357, 1.470, 0.515], [5.137, 1.101, -1.192], [4.249, 3.319, -0.299], [2.652, 4.004, -0.630], [3.478, 3.051, -1.860], [0.306, -2.756, -0.122], [0.014, -2.955, -1.521], [0.155, -4.171, -2.125], [-0.155, -4.350, -3.489], [-0.613, -3.298, -4.226], [-0.760, -2.022, -3.634], [-1.218, -0.900, -4.362], [-1.314, 0.310, -3.743], [-0.937, 0.410, -2.392], [-0.519, -0.611, -1.679], [-0.432, -1.839, -2.274], [1.236, -3.095, 0.102], [-0.356, -3.267, 0.454], [0.504, -5.015, -1.542], [-0.034, -5.325, -3.940], [-0.864, -3.420, -5.272], [-1.482, -1.018, -5.406], [-1.656, 1.192, -4.265], [-0.971, 1.368, -1.890], [-5.028, 4.575, -1.355], [-3.894, 3.407, -0.404], [-3.009, 3.922, 0.531], [-2.177, 3.059, 1.228], [-2.232, 1.694, 0.980], [-3.109, 1.188, 0.030], [-3.953, 2.043, -0.656], [-1.362, 0.795, 1.656], [-1.377, 0.730, 2.921], [-0.467, -0.192, 3.616], [-0.492, -0.320, 4.993], [0.374, -1.222, 5.594], [1.230, -1.954, 4.791], [1.195, -1.754, 3.417], [0.364, -0.897, 2.837], [-2.964, 4.987, 0.709], [-1.458, 3.448, 1.938], [-3.135, 0.122, -0.159], [-4.653, 1.655, -1.383], [-2.067, 1.332, 3.514], [-1.179, 0.278, 5.579], [0.381, -1.347, 6.668], [1.925, -2.665, 5.214], [1.875, -2.285, 2.762]], "homo_ev": [-9.04, -10.84], "energy_ha": -4659.98343, "spin_multiplicity": 5, "homo_lumo_gap_ev": [5.73, 7.01], "total_charge": 1}

Which formula does entry 4 have?
C25H23BrIrN4S2